Entry 1:
A 11-piece molecular cluster, C52H104F15O34P5S overall in a non-equilibrium geometry. Source: the OMol25 dataset; level of theory: the ωB97M-V functional and the def2-TZVPD basis.

Geometry (Å):
C: -25.87961 -4.63129 -4.87290
C: -25.13598 -5.67890 -4.02585
O: -25.93754 -6.75165 -3.61810
C: -26.14063 -7.90363 -4.35277
O: -25.53124 -8.23166 -5.39529
C: -27.09760 -8.88537 -3.69341
F: -27.37082 -8.47128 -2.46566
F: -28.23946 -8.91347 -4.41008
F: -26.65828 -10.11886 -3.77635
H: -25.19625 -3.94593 -5.37430
H: -26.65441 -4.10498 -4.31541
H: -26.42705 -5.17326 -5.64406
H: -24.75245 -5.20676 -3.12137
H: -24.22920 -6.19333 -4.34398
C: -19.11935 -22.74709 7.67675
C: -18.30560 -21.74162 6.84163
O: -18.95059 -21.48475 5.59826
C: -18.32676 -20.99269 4.59484
O: -17.12929 -20.88879 4.49204
C: -19.17692 -20.39216 3.43406
F: -19.01084 -21.13795 2.39692
F: -20.42028 -20.21256 3.65818
F: -18.67783 -19.19056 3.23141
H: -18.73080 -22.88245 8.68612
H: -19.09629 -23.76292 7.28222
H: -20.16770 -22.44988 7.70376
H: -17.26484 -22.03221 6.69848
H: -18.24418 -20.80850 7.40164
C: -17.62428 -17.42437 -3.52508
C: -16.82313 -16.16189 -3.56224
O: -15.87368 -16.24196 -2.46634
C: -14.95781 -15.26911 -2.30874
O: -14.86369 -14.28343 -3.06342
C: -14.11436 -15.43717 -1.02698
F: -12.84384 -15.23840 -1.37886
F: -14.44907 -14.58971 -0.03250
F: -14.13510 -16.70977 -0.61167
H: -16.98561 -18.30340 -3.43842
H: -18.16858 -17.51330 -4.46526
H: -18.35013 -17.51949 -2.71750
H: -17.52272 -15.33176 -3.46450
H: -16.20986 -15.97683 -4.44414
C: -30.96231 -15.68326 0.04285
C: -29.77419 -16.60291 0.54283
O: -28.71803 -16.41483 -0.43220
C: -27.60985 -17.14033 -0.33819
O: -27.17861 -17.48126 0.76656
C: -26.64173 -17.14660 -1.52559
F: -27.31615 -16.77886 -2.61010
F: -25.69511 -16.20087 -1.29814
F: -26.05793 -18.28181 -1.72136
H: -31.91020 -15.77806 0.57259
H: -31.15697 -16.06592 -0.95903
H: -30.55970 -14.68563 -0.13246
H: -30.03075 -17.66081 0.48712
H: -29.47377 -16.40574 1.57190
C: -25.22917 -17.65281 7.82393
C: -24.97875 -17.75014 9.34005
O: -24.76195 -16.45387 9.92391
C: -23.59950 -15.91265 9.98926
O: -22.61558 -16.35891 9.39040
C: -23.67819 -14.56714 10.83057
F: -23.20825 -13.56853 10.10564
F: -24.96151 -14.23659 11.15315
F: -23.01165 -14.77011 11.90917
H: -26.26761 -17.41370 7.59464
H: -24.96209 -18.53664 7.24463
H: -24.48405 -17.03716 7.32010
H: -24.16654 -18.38801 9.68870
H: -25.93242 -18.14848 9.68636
C: -27.50374 -29.48052 -0.03645
C: -25.99268 -29.42767 -0.54340
O: -25.94405 -28.83962 -1.81488
P: -24.60425 -28.02273 -2.30780
O: -23.31582 -28.74630 -2.13324
O: -24.77950 -26.59101 -1.48222
C: -23.67071 -25.94592 -0.78537
C: -23.76983 -26.19353 0.75165
O: -24.96790 -27.60523 -3.84471
C: -25.07105 -28.64658 -4.84944
C: -23.77326 -29.49374 -5.01243
H: -27.96937 -28.51724 -0.24468
H: -28.13307 -30.27868 -0.43011
H: -27.58022 -29.74118 1.01916
H: -25.38191 -28.79857 0.10413
H: -25.47496 -30.38675 -0.52748
H: -22.75890 -26.36814 -1.20780
H: -23.77824 -24.89983 -1.07211
H: -24.67980 -25.65766 1.02158
H: -23.91806 -27.24566 0.99487
H: -22.90093 -25.70365 1.19113
H: -25.97691 -29.25124 -4.80557
H: -25.22232 -28.08810 -5.77320
H: -23.68186 -30.42924 -4.46055
H: -23.65372 -29.74438 -6.06647
H: -22.88252 -28.92787 -4.73951
C: -35.27032 -20.62613 -0.33135
C: -34.96765 -21.92388 -1.06297
O: -33.67586 -21.84989 -1.56960
P: -32.88201 -23.17059 -2.01582
O: -33.75845 -24.00819 -2.85655
O: -31.56216 -22.54538 -2.65764
C: -30.76804 -23.32735 -3.46605
C: -29.70450 -22.59180 -4.09159
O: -32.31712 -23.74465 -0.59043
C: -31.75486 -22.82581 0.35537
C: -30.26559 -23.05593 0.37300
H: -34.58720 -20.57859 0.51669
H: -35.04786 -19.78670 -0.99012
H: -36.32315 -20.57033 -0.05469
H: -35.05202 -22.66772 -0.27071
H: -35.70197 -22.09420 -1.85027
H: -30.43600 -24.15278 -2.83635
H: -31.25327 -23.85310 -4.28839
H: -29.08593 -21.97312 -3.44144
H: -29.02187 -23.13582 -4.74440
H: -30.19867 -21.94958 -4.82060
H: -31.98452 -21.77929 0.15504
H: -32.04656 -23.01601 1.38824
H: -29.91261 -22.27117 1.04208
H: -30.04480 -24.08724 0.64821
H: -29.74742 -22.84624 -0.56276
C: -21.37134 -11.72919 -0.01681
C: -20.83108 -12.44032 1.23651
O: -20.40880 -11.50022 2.21413
P: -21.36658 -11.19524 3.48252
O: -21.08549 -9.86418 4.10284
O: -22.92261 -11.52359 3.00556
C: -23.91466 -11.32327 3.96503
C: -23.96383 -12.39761 5.01468
O: -21.03287 -12.44967 4.49099
C: -19.79055 -12.57629 5.11929
C: -19.25419 -14.00325 4.93914
H: -20.63429 -11.03223 -0.41569
H: -21.53362 -12.57756 -0.68166
H: -22.29320 -11.20992 0.24518
H: -21.74198 -12.99563 1.46010
H: -19.97373 -13.06490 0.98559
H: -23.90748 -10.29902 4.33781
H: -24.85811 -11.32985 3.41917
H: -23.96730 -13.35401 4.49182
H: -23.17053 -12.44917 5.76042
H: -24.86783 -12.35142 5.62191
H: -19.09508 -11.76286 4.91256
H: -20.06334 -12.35112 6.15030
H: -19.96776 -14.82539 4.88427
H: -18.69816 -13.98045 4.00190
H: -18.50404 -14.28360 5.67857
C: -23.94933 -13.16684 -9.19768
C: -22.48772 -13.17837 -8.76997
O: -21.71990 -12.52324 -9.76556
P: -20.07252 -12.57206 -9.77564
O: -19.55469 -13.96264 -9.54490
O: -19.60598 -11.44481 -8.66770
C: -20.01713 -10.13285 -8.89502
C: -19.37876 -9.15474 -7.91124
O: -19.75473 -11.90054 -11.16177
C: -19.54872 -12.67438 -12.27129
C: -20.48504 -12.30337 -13.44384
H: -24.17369 -14.20283 -9.45166
H: -24.66472 -12.90016 -8.41972
H: -24.11555 -12.55764 -10.08613
H: -22.33252 -12.74625 -7.78139
H: -22.08831 -14.19243 -8.75393
H: -19.83339 -9.98793 -9.95960
H: -21.08318 -9.91339 -8.83617
H: -19.96788 -8.23771 -7.90159
H: -19.35938 -9.49650 -6.87638
H: -18.34290 -8.90011 -8.13542
H: -18.51063 -12.49562 -12.55150
H: -19.57625 -13.75173 -12.10790
H: -20.27806 -12.75963 -14.41188
H: -21.52283 -12.61367 -13.32215
H: -20.56858 -11.21672 -13.46167
C: -36.36310 -9.65466 -1.74006
C: -37.81979 -9.22920 -2.01457
O: -38.27235 -8.83825 -0.72056
P: -39.46073 -7.79001 -0.60264
O: -39.40891 -6.53197 -1.37226
O: -39.53818 -7.60199 1.07256
C: -38.92680 -6.36090 1.56294
C: -37.50259 -6.07662 1.09812
O: -40.80487 -8.63598 -1.01477
C: -41.06102 -9.82063 -0.35466
C: -42.05895 -9.52773 0.75430
H: -35.75688 -8.75608 -1.62540
H: -36.26363 -10.35813 -0.91341
H: -36.18198 -10.13269 -2.70276
H: -37.84165 -8.42498 -2.75000
H: -38.39127 -10.06346 -2.42141
H: -39.43874 -5.54121 1.05883
H: -38.94993 -6.25569 2.64759
H: -37.07820 -5.44836 1.88124
H: -36.98227 -7.01606 0.91153
H: -37.35211 -5.51844 0.17405
H: -41.53236 -10.51657 -1.04864
H: -40.17363 -10.25748 0.10340
H: -42.94898 -9.00407 0.40539
H: -42.45558 -10.44182 1.19613
H: -41.79222 -9.01656 1.67932
O: -36.59031 -12.93678 3.58150
S: -35.99288 -11.80130 4.33027
O: -36.78659 -10.69882 4.92840
O: -34.99293 -12.51001 5.46011
C: -34.01433 -11.58800 5.79785
C: -33.76588 -10.71854 4.51822
O: -34.66840 -11.17588 3.50418
H: -34.33898 -11.07362 6.70235
H: -33.17585 -12.24071 6.04077
H: -32.73280 -10.63782 4.18009
H: -34.05588 -9.68136 4.68632

E_LUMO: -0.06 eV
Charge: 0
SMILES: CCOC(=O)C(F)(F)F.CCOC(=O)C(F)(F)F.CCOC(=O)C(F)(F)F.CCOC(=O)C(F)(F)F.CCOC(=O)C(F)(F)F.CCOP(=O)(OCC)OCC.CCOP(=O)(OCC)OCC.CCOP(=O)(OCC)OCC.CCOP(=O)(OCC)OCC.CCOP(=O)(OCC)OCC.O=S1(=O)OCCO1
Energy: -223274.2650 eV
Max |F|: 5.03 eV/A

Löwdin population analysis, charges in e, atoms 1 to 2: -0.04, -0.22

Entry 2:
A 13-piece molecular cluster, C52H104O13 overall in a non-equilibrium geometry. Source: the OMol25 dataset; level of theory: the ωB97M-V functional and the def2-TZVPD basis.

Geometry (Å):
C: 7.68326 2.19202 -0.10223
C: 6.85674 1.41916 -1.14311
C: 5.39665 1.71110 -0.73804
O: 5.44408 2.87014 0.06699
C: 6.64418 2.85600 0.82313
H: 8.25396 2.99319 -0.56778
H: 8.36770 1.51231 0.40426
H: 6.95499 0.33354 -1.07427
H: 7.08278 1.71346 -2.16534
H: 4.98066 0.90644 -0.12083
H: 4.77533 1.83665 -1.62221
H: 6.44582 2.33004 1.76545
H: 6.96316 3.85929 1.10217
C: -0.08605 -0.48441 4.88281
C: -0.06822 -1.05312 3.47773
C: 0.22311 -2.54249 3.61387
O: 0.33830 -2.78198 5.02882
C: 0.64020 -1.54403 5.68950
H: -1.11007 -0.47289 5.26686
H: 0.32970 0.51913 4.97009
H: 0.71242 -0.54381 2.90201
H: -1.01100 -0.76168 3.00959
H: 1.16144 -2.80272 3.12672
H: -0.64865 -3.07174 3.22957
H: 1.73182 -1.43428 5.71584
H: 0.28949 -1.59230 6.71991
C: 2.27774 3.42721 1.77081
C: 1.49473 2.85306 2.93575
C: 1.43961 4.04305 3.85259
O: 2.75804 4.61586 3.75008
C: 3.24654 4.43644 2.40660
H: 1.57483 3.96992 1.12770
H: 2.73651 2.68341 1.12040
H: 2.10259 2.08608 3.42464
H: 0.48295 2.48936 2.75431
H: 1.25771 3.85696 4.91223
H: 0.72531 4.83039 3.58211
H: 4.24523 4.00000 2.45738
H: 3.30447 5.38579 1.87454
C: -1.06236 0.30579 -0.71877
C: -0.04464 1.18837 0.01683
C: 1.28316 0.39800 -0.01985
O: 0.93161 -0.87783 -0.58092
C: -0.49238 -1.06336 -0.57416
H: -1.04707 0.58781 -1.77870
H: -2.10923 0.43743 -0.44260
H: -0.35811 1.33087 1.05466
H: 0.03884 2.18247 -0.42321
H: 1.74635 0.26095 0.96136
H: 2.03837 0.84031 -0.67262
H: -0.73925 -1.54991 0.37242
H: -0.68490 -1.66793 -1.46128
C: -2.28026 5.01114 -2.30426
C: -2.25526 3.52602 -2.62641
C: -0.95355 3.37248 -3.38049
O: -0.72841 4.63758 -3.99544
C: -1.74988 5.57076 -3.59974
H: -1.58979 5.23471 -1.48725
H: -3.27820 5.38245 -2.06846
H: -3.09897 3.30749 -3.28811
H: -2.30363 2.90141 -1.73235
H: -0.98674 2.57967 -4.13225
H: -0.16520 3.08475 -2.67352
H: -2.52031 5.62579 -4.37864
H: -1.26770 6.54791 -3.56960
C: 0.23386 -4.74308 0.65295
C: 0.20869 -5.15003 -0.80905
C: 1.67061 -5.06254 -1.18418
O: 2.35465 -5.54521 -0.02987
C: 1.57560 -5.29485 1.14674
H: -0.66303 -5.16932 1.10512
H: 0.16662 -3.65520 0.72429
H: -0.48824 -4.60254 -1.44828
H: -0.10252 -6.19331 -0.93401
H: 1.96476 -4.03015 -1.41541
H: 1.95661 -5.65919 -2.05002
H: 2.10531 -4.62199 1.82084
H: 1.39750 -6.22008 1.69906
C: -5.35303 0.43090 -0.84735
C: -6.34604 1.60123 -0.77410
C: -7.47927 1.11988 0.15291
O: -7.24594 -0.25608 0.39333
C: -6.26448 -0.76800 -0.50161
H: -4.53788 0.51969 -0.13194
H: -4.95671 0.32378 -1.85699
H: -6.78487 1.79184 -1.75351
H: -5.80166 2.47805 -0.42773
H: -8.46523 1.25059 -0.29602
H: -7.45619 1.67488 1.09295
H: -6.76068 -1.22829 -1.36204
H: -5.78231 -1.59440 0.02354
C: -3.90258 2.95079 1.58440
C: -2.83194 3.52225 0.63943
C: -2.00640 4.40914 1.56924
O: -2.20939 3.94043 2.90257
C: -3.14226 2.86172 2.89954
H: -4.35054 1.99463 1.32451
H: -4.68837 3.69857 1.72533
H: -3.33549 4.11314 -0.12644
H: -2.28303 2.69363 0.19248
H: -2.41404 5.42225 1.53901
H: -0.95250 4.37183 1.28849
H: -3.71488 2.82881 3.82664
H: -2.56296 1.92445 2.93628
C: 4.38683 1.07481 -3.18895
C: 4.12014 2.51304 -3.58938
C: 2.60530 2.47293 -3.84961
O: 2.07948 1.31919 -3.21337
C: 3.10746 0.69586 -2.44253
H: 5.24373 0.96819 -2.51611
H: 4.52888 0.42772 -4.05372
H: 4.71980 2.73640 -4.47302
H: 4.35734 3.27425 -2.84743
H: 2.33690 2.48730 -4.90764
H: 2.14198 3.35591 -3.39848
H: 2.93494 -0.37055 -2.30588
H: 3.12223 1.14636 -1.44163
C: -0.05650 -1.00086 -3.60112
C: 0.64075 -0.93933 -4.95165
C: 1.54394 -2.14702 -4.96346
O: 0.76326 -3.13196 -4.27119
C: 0.23214 -2.44150 -3.14680
H: -1.10523 -0.74917 -3.79103
H: 0.25120 -0.23275 -2.89263
H: 1.22180 -0.02989 -5.13237
H: -0.08486 -0.94969 -5.76711
H: 2.43739 -1.99668 -4.33835
H: 1.86182 -2.49855 -5.94255
H: 0.94711 -2.32954 -2.31894
H: -0.62429 -3.01638 -2.80401
C: 6.06019 -0.78447 2.79707
C: 4.86185 -0.67135 3.72109
C: 3.93467 -1.84069 3.33290
O: 4.69125 -2.60923 2.41239
C: 6.05339 -2.29139 2.50925
H: 6.97028 -0.49366 3.32504
H: 5.96221 -0.19292 1.88711
H: 4.42589 0.33086 3.69762
H: 5.14119 -0.78113 4.77322
H: 3.05210 -1.49151 2.78928
H: 3.60346 -2.42109 4.19775
H: 6.62558 -2.62382 1.64110
H: 6.59840 -2.81683 3.31179
C: -4.80200 -3.33513 -2.13187
C: -5.05450 -4.49527 -3.07974
C: -3.87726 -4.42878 -4.07930
O: -2.96233 -3.49018 -3.49000
C: -3.29473 -3.28773 -2.13130
H: -5.16812 -3.48108 -1.11560
H: -5.16063 -2.38825 -2.53629
H: -6.06969 -4.53027 -3.47689
H: -4.97698 -5.43956 -2.52964
H: -4.12955 -3.97332 -5.03769
H: -3.43192 -5.41359 -4.22459
H: -2.86246 -2.33166 -1.82551
H: -2.78585 -4.05881 -1.53424
C: -4.06188 -2.31667 3.40486
C: -4.08373 -3.59629 2.58757
C: -3.40002 -3.19276 1.27532
O: -3.07893 -1.79332 1.38665
C: -3.94190 -1.22892 2.36495
H: -3.15159 -2.25418 4.00913
H: -4.89994 -2.19007 4.09082
H: -5.11012 -3.93842 2.44749
H: -3.56925 -4.37855 3.14559
H: -4.02536 -3.36491 0.39441
H: -2.48497 -3.76235 1.11050
H: -4.88728 -0.88398 1.92093
H: -3.49521 -0.32470 2.78946

E_LUMO: 0.55 eV
Charge: 0
Energy: -82220.2319 eV
Max |F|: 2.64 eV/A

Löwdin population analysis, charges in e, atoms 1 to 2: -0.14, -0.14

E_LUMO of number 1 (C52H104F15O34P5S)? -0.06 eV